(1)
Here is a 2-piece molecular cluster, C11H15N overall in a non-equilibrium geometry from the OMol25 dataset. Energies are from the ωB97M-V functional and the def2-TZVPD basis.

The calculation puts the highest occupied orbital energy at -7.802 eV. Its energy relative to the best compared isomer or geometry (same formula, charge and spin) is 20.4 kcal/mol. The calculation puts the gap between HOMO and LUMO at 8.71 eV. The SMILES is Cc1c[nH]c2ccccc12.CC. For the total energy, the calculation gives -13139.90458 eV.

```
! RIJCOSX wB97M-V def2-TZVPD def2/J DEFGRID3
* xyz 0 1
C 2.23 1.04 3.33
C 1.10 0.38 2.62
C -0.20 0.43 2.97
N -1.01 -0.27 2.05
C -0.12 -0.81 1.12
C -0.38 -1.71 0.12
C 0.70 -2.05 -0.76
C 1.93 -1.44 -0.59
C 2.19 -0.57 0.47
C 1.22 -0.42 1.42
H 2.41 2.11 3.15
H 3.12 0.57 2.87
H 2.32 0.88 4.42
H -0.72 0.84 3.81
H -2.00 -0.37 2.14
H -1.28 -2.30 0.06
H 0.55 -2.80 -1.49
H 2.74 -1.65 -1.27
H 3.18 -0.09 0.57
C -2.84 0.68 -3.10
C -1.64 1.37 -3.66
H -2.83 -0.39 -3.34
H -2.87 0.79 -2.01
H -3.84 1.02 -3.40
H -0.82 0.66 -3.68
H -1.43 2.32 -3.13
H -1.74 1.79 -4.68
*
```

Atomic partial charges in e from the Löwdin method, atoms 1 to 6: -0.054, -0.245, -0.048, 0.083, -0.216, -0.020

=====

(2)
Here is a 2-piece molecular cluster, C11H15N overall in a non-equilibrium geometry from the OMol25 dataset. Energies are from the ωB97M-V functional and the def2-TZVPD basis.

The calculation puts the highest occupied orbital energy at -7.930 eV. Its energy relative to the best compared isomer or geometry (same formula, charge and spin) is 15.8 kcal/mol. The calculation puts the gap between HOMO and LUMO at 8.89 eV. The SMILES is Cc1c[nH]c2ccccc12.CC. For the total energy, the calculation gives -13140.10578 eV.

```
! RIJCOSX wB97M-V def2-TZVPD def2/J DEFGRID3
* xyz 0 1
C 2.31 1.76 -1.94
C 1.98 1.60 -0.51
C 2.59 2.01 0.63
N 1.74 1.86 1.74
C 0.62 1.19 1.31
C -0.48 0.65 1.95
C -1.43 -0.06 1.25
C -1.36 -0.20 -0.16
C -0.29 0.41 -0.81
C 0.71 1.05 -0.10
H 2.02 0.86 -2.49
H 3.34 1.89 -2.27
H 1.72 2.62 -2.30
H 3.60 2.37 0.76
H 2.13 1.82 2.66
H -0.66 0.85 3.00
H -2.37 -0.44 1.63
H -2.27 -0.62 -0.57
H -0.30 0.48 -1.89
C -2.55 -4.41 -1.84
C -2.82 -3.77 -0.48
H -3.29 -4.08 -2.57
H -1.59 -4.17 -2.30
H -2.62 -5.50 -1.80
H -2.41 -4.35 0.34
H -3.89 -3.78 -0.26
H -2.53 -2.72 -0.50
*
```

Atomic partial charges in e from the Löwdin method, atoms 1 to 6: -0.056, -0.242, -0.046, 0.078, -0.216, -0.037

=====

(3)
Here is a 2-piece molecular cluster, C11H15N overall in a non-equilibrium geometry from the OMol25 dataset. Energies are from the ωB97M-V functional and the def2-TZVPD basis.

The calculation puts the highest occupied orbital energy at -7.743 eV. Its energy relative to the best compared isomer or geometry (same formula, charge and spin) is 67.1 kcal/mol. The calculation puts the gap between HOMO and LUMO at 8.69 eV. The SMILES is Cc1c[nH]c2ccccc12.CC. For the total energy, the calculation gives -13137.88200 eV.

```
! RIJCOSX wB97M-V def2-TZVPD def2/J DEFGRID3
* xyz 0 1
C -2.30 -0.78 -0.30
C -1.00 -1.01 -0.94
C -0.69 -2.16 -1.68
N 0.70 -2.30 -1.90
C 1.32 -1.00 -1.49
C 2.69 -0.51 -1.59
C 2.81 0.82 -1.58
C 1.82 1.76 -1.27
C 0.58 1.19 -0.91
C 0.22 -0.19 -1.05
H -3.01 -1.57 -0.49
H -2.83 0.12 -0.53
H -2.20 -0.69 0.91
H -1.28 -2.86 -2.06
H 1.12 -2.94 -2.57
H 3.51 -1.19 -1.74
H 3.76 1.05 -2.13
H 1.92 2.78 -1.53
H -0.21 1.80 -0.59
C -0.66 0.60 3.56
C -1.10 1.39 2.35
H 0.37 0.14 3.47
H -0.65 1.29 4.32
H -1.20 -0.44 3.57
H -2.16 1.85 2.58
H -1.21 0.76 1.49
H -0.33 2.06 2.12
*
```

Atomic partial charges in e from the Löwdin method, atoms 1 to 6: -0.072, -0.216, -0.051, 0.063, -0.112, -0.053

=====

(4)
Here is a 2-piece molecular cluster, C11H15N overall in a non-equilibrium geometry from the OMol25 dataset. Energies are from the ωB97M-V functional and the def2-TZVPD basis.

The calculation puts the highest occupied orbital energy at -7.794 eV. Its energy relative to the best compared isomer or geometry (same formula, charge and spin) is 20.3 kcal/mol. The calculation puts the gap between HOMO and LUMO at 8.75 eV. The SMILES is Cc1c[nH]c2ccccc12.CC. For the total energy, the calculation gives -13139.91114 eV.

```
! RIJCOSX wB97M-V def2-TZVPD def2/J DEFGRID3
* xyz 0 1
C 2.18 1.43 1.37
C 1.33 1.00 0.18
C 0.87 1.88 -0.73
N 0.27 1.23 -1.80
C 0.38 -0.14 -1.58
C -0.03 -1.25 -2.30
C 0.01 -2.52 -1.73
C 0.65 -2.69 -0.49
C 1.23 -1.61 0.12
C 1.15 -0.30 -0.37
H 2.60 2.41 1.20
H 2.92 0.63 1.46
H 1.60 1.42 2.29
H 0.98 2.95 -0.78
H 0.04 1.62 -2.70
H -0.53 -1.09 -3.25
H -0.44 -3.30 -2.31
H 0.63 -3.64 0.03
H 2.04 -1.74 0.85
C -1.60 0.64 1.71
C -2.83 0.28 0.86
H -1.41 1.70 1.54
H -1.83 0.45 2.76
H -0.74 0.00 1.50
H -3.08 -0.73 1.20
H -2.70 0.51 -0.20
H -3.69 0.88 1.17
*
```

Atomic partial charges in e from the Löwdin method, atoms 1 to 6: -0.029, -0.265, -0.076, 0.078, -0.198, -0.038

=====

(5)
Here is a 2-piece molecular cluster, C11H15N overall in a non-equilibrium geometry from the OMol25 dataset. Energies are from the ωB97M-V functional and the def2-TZVPD basis.

The calculation puts the highest occupied orbital energy at -7.567 eV. Its energy relative to the best compared isomer or geometry (same formula, charge and spin) is 62.9 kcal/mol. The calculation puts the gap between HOMO and LUMO at 8.45 eV. The SMILES is Cc1c[nH]c2ccccc12.CC. For the total energy, the calculation gives -13138.06270 eV.

```
! RIJCOSX wB97M-V def2-TZVPD def2/J DEFGRID3
* xyz 0 1
C 1.55 3.40 -0.68
C 0.72 2.27 -0.47
C -0.15 1.63 -1.43
N -0.65 0.39 -1.00
C -0.20 0.16 0.34
C -0.59 -0.70 1.38
C -0.24 -0.47 2.74
C 0.60 0.61 2.99
C 1.19 1.42 1.97
C 0.74 1.34 0.67
H 1.18 3.75 -1.56
H 2.65 3.05 -0.71
H 1.84 4.07 0.21
H -0.29 2.03 -2.33
H -1.03 -0.27 -1.62
H -1.01 -1.81 1.25
H -0.69 -1.10 3.55
H 0.87 0.92 4.01
H 1.74 2.25 2.25
C -0.29 -2.92 -1.64
C -1.83 -2.78 -1.27
H -0.06 -3.70 -2.40
H 0.22 -1.97 -1.91
H 0.33 -3.19 -0.76
H -2.06 -2.29 -0.31
H -2.20 -3.79 -1.22
H -2.34 -2.27 -2.06
*
```

Atomic partial charges in e from the Löwdin method, atoms 1 to 6: -0.082, -0.243, -0.013, 0.070, -0.135, -0.064

=====

(6)
Here is a 2-piece molecular cluster, C11H15N overall in a non-equilibrium geometry from the OMol25 dataset. Energies are from the ωB97M-V functional and the def2-TZVPD basis.

The calculation puts the highest occupied orbital energy (spin up / spin down) at -12.959 / -13.557 eV. Its energy relative to the best compared isomer or geometry (same formula, charge and spin) is 4.7 kcal/mol. Its expectation value of S² is 0.773. The calculation puts the gap between HOMO and LUMO (spin up / spin down) at 9.26 / 6.69 eV. For the total energy, the calculation gives -13133.00290 eV.

```
! RIJCOSX wB97M-V def2-TZVPD def2/J DEFGRID3
* xyz 1 2
C 2.31 -0.33 1.67
C -0.07 -0.90 0.87
C 0.84 -0.19 1.69
C -1.37 -0.45 1.17
C 0.04 0.73 2.42
C 0.13 -1.89 -0.11
C -0.97 -2.60 -0.54
C -2.25 -2.11 -0.23
C -2.48 -1.03 0.62
N -1.23 0.62 2.07
H 1.10 -2.35 -0.28
H -0.91 -3.47 -1.18
H -3.10 -2.65 -0.61
H 2.70 -0.90 0.84
H 2.72 -0.76 2.58
H 0.34 1.40 3.22
H -1.96 1.11 2.58
H -3.47 -0.63 0.80
H 2.75 0.67 1.55
C 0.43 2.51 -2.91
C 0.82 1.46 -1.88
H -0.32 2.13 -3.62
H -0.13 3.30 -2.41
H 1.28 2.98 -3.36
H -0.05 0.94 -1.46
H 1.54 1.78 -1.14
H 1.33 0.61 -2.36
*
```

Atomic partial charges in e from the Löwdin method, atoms 1 to 6: 0.001, -0.139, -0.115, -0.173, 0.053, 0.037